The following is a quantum chemistry calculation of an isolated ion of composition C8H14N3O and charge +1 in a non-equilibrium geometry, from the OMol25 dataset.

Calculated total energy   -15033.884 eV
Net charge   +1
SMILES   CC(C)(C)C(=O)c1c[nH]c(=[NH2+])[nH]1
Orbital gap   9.96 eV

Cartesian coordinates (Å):
C1 1.82059 1.66389 0.03727
C2 0.77867 0.77975 0.04474
C3 2.71249 -0.37041 -0.06001
C4 -0.67133 1.19038 0.14167
C5 -1.66115 -0.61523 1.37791
C6 -3.03297 0.63234 -0.31744
C7 -1.20270 -0.82025 -1.19613
C8 -1.63857 0.05347 -0.03932
N1 2.95060 0.95651 -0.00792
N2 1.37341 -0.51427 -0.06023
N3 3.61556 -1.35164 -0.12203
O1 -0.94033 2.30744 0.50944
H1 1.78963 2.70935 0.20944
H2 -2.37758 -1.52292 1.42461
H3 -0.74448 -0.95165 1.88673
H4 -2.04714 -0.00716 2.12334
H5 -2.93285 1.57534 -0.70164
H6 -3.59629 0.66387 0.63036
H7 -3.55155 -0.00597 -1.02133
H8 -2.20127 -1.25341 -1.59223
H9 -0.67048 -0.23157 -2.05521
H10 -0.46094 -1.50096 -0.77748
H11 3.87919 1.40804 -0.16894
H12 0.95009 -1.41696 -0.05846
H13 4.62124 -1.14796 0.19080
H14 3.23815 -2.23003 -0.39792

***

The following is a quantum chemistry calculation of a 2-piece molecular cluster, C8H14N4 overall in a non-equilibrium geometry, from the OMol25 dataset.

Calculated total energy   -14463.703 eV
Net charge   +2
Orbital gap   9.10 eV

Cartesian coordinates (Å):
C1 3.65464 -0.29633 0.23562
C2 2.73769 0.69650 0.28279
C3 2.95937 -1.60233 -0.13546
C4 1.46606 -0.05890 -0.16052
C5 -1.77958 -2.44751 0.32346
C6 0.35588 0.64464 -0.06523
C7 -1.05954 2.09718 1.14117
C8 -0.65821 2.45920 -1.18569
N1 1.65046 -1.39375 -0.27496
N2 -0.36693 1.66694 -0.10315
N3 -3.11300 -2.51735 0.20169
N4 -1.06447 -1.70095 -0.45289
H1 4.68352 -0.30410 0.49421
H2 2.84737 1.79335 0.35855
H3 3.54938 -2.59979 -0.17951
H4 -1.19174 -2.99253 1.08497
H5 -2.09417 2.11562 0.88497
H6 -0.98054 1.45041 2.01844
H7 -0.63574 3.09130 1.33692
H8 -1.01031 2.01428 -2.05343
H9 -1.42343 3.07035 -0.79358
H10 0.23205 3.11376 -1.55268
H11 0.02353 -1.71164 -0.32849
H12 -3.69829 -2.85078 0.90577
H13 -3.46156 -2.24894 -0.65344
H14 -1.62244 -1.48866 -1.32955

***

The following is a quantum chemistry calculation of an isolated ion of composition C8H14NO3 and charge +1 in a non-equilibrium geometry, from the OMol25 dataset.

Calculated total energy   -16146.093 eV
Net charge   +1
Orbital gap   9.64 eV

Cartesian coordinates (Å):
C1 1.32106 -1.64093 -0.05057
C2 2.30245 0.47783 0.01051
C3 0.09257 -0.98697 -0.38200
C4 0.83095 0.92155 0.44580
C5 -0.20361 -0.62299 -1.80600
C6 0.52354 1.19027 1.90995
C7 -2.53926 -1.00168 -0.00032
C8 -1.09643 -1.39892 0.41709
N1 0.64740 2.14767 -0.33825
O1 1.42617 -2.75096 0.30706
O2 2.99890 1.30487 -0.46664
O3 2.42978 -0.85612 0.03865
H1 -1.08382 0.01310 -1.87634
H2 -0.41419 -1.53618 -2.24149
H3 0.61217 -0.19552 -2.35470
H4 -0.47011 1.50430 1.85482
H5 1.09144 2.03337 2.21143
H6 0.74643 0.38209 2.60618
H7 -2.72532 0.00717 -0.24484
H8 -3.28925 -1.39536 0.66383
H9 -2.90267 -1.36890 -0.92798
H10 -1.25844 -2.54899 0.36824
H11 -0.97001 -1.30449 1.46256
H12 0.16312 2.77103 0.30418
H13 0.17909 2.22482 -1.27781
H14 1.58806 2.62993 -0.63337

***

The following is a quantum chemistry calculation of a 2-piece molecular cluster, C8H14NO4 overall in a non-equilibrium geometry, from the OMol25 dataset.

Calculated total energy   -18190.262 eV
Net charge   +1
Orbital gap   10.72 eV

Cartesian coordinates (Å):
C1 -1.70740 0.58325 2.08186
C2 2.62279 1.01233 1.04236
C3 -0.31104 0.43255 1.82245
C4 -0.38952 -0.12135 -1.44793
C5 1.93622 1.05263 2.36067
C6 -0.59107 1.28420 -1.69353
C7 -0.34661 -1.00319 -2.62781
C8 -0.38807 -1.91433 0.27717
N1 -0.24572 -0.48683 -0.15787
O1 -0.89219 1.54807 1.44640
O2 1.86512 2.10031 1.53578
O3 0.75554 0.15955 2.44524
O4 -0.33444 -1.88455 1.66007
H1 -2.35367 0.17966 1.35557
H2 -1.98580 0.79149 3.09506
H3 3.74666 1.16831 1.07946
H4 2.13315 0.26651 0.43467
H5 -1.63279 1.61701 -1.49730
H6 -0.57190 1.54344 -2.74223
H7 0.08976 2.11193 -1.22590
H8 -0.52841 -1.98682 -2.52684
H9 0.69235 -0.90304 -3.10891
H10 -1.05252 -0.49814 -3.38049
H11 -1.40929 -2.26664 -0.08921
H12 0.44201 -2.33410 -0.17365
H13 2.35667 1.03728 3.27893
H14 -0.28664 -2.79177 1.93684

***

The following is a quantum chemistry calculation of an isolated ion of composition C8H14NO4S2 and charge -1 in a non-equilibrium geometry, from the OMol25 dataset.

Calculated total energy   -39872.089 eV
Net charge   -1
Orbital gap   7.40 eV

Cartesian coordinates (Å):
C1 -3.28731 -1.37709 0.75867
C2 -1.04025 -2.13582 -0.41998
C3 -2.00508 -1.01388 -0.51344
C4 0.46748 -0.11752 -1.29314
C5 1.37860 -0.50867 1.18404
C6 2.96235 0.35248 -0.54738
C7 -3.31011 2.01698 0.16145
C8 1.40405 0.32683 -0.10902
N1 -1.37973 0.14296 -0.14915
O1 -4.23699 -0.64098 0.61026
O2 -3.01650 -2.22698 1.58501
O3 -2.38780 1.12829 -2.16743
O4 -0.99934 2.62578 -0.91408
S1 0.35542 -1.71849 -1.74524
S2 -1.92355 1.50681 -0.86351
H1 -0.60220 -2.02197 0.55592
H2 -1.37742 -3.08585 -0.56583
H3 -2.47602 -0.87618 -1.49878
H4 0.33746 0.62526 -2.14772
H5 0.34707 -0.67362 1.36623
H6 1.94728 0.02090 1.94062
H7 1.79582 -1.49862 0.93898
H8 3.22718 0.80000 -1.55729
H9 3.32409 -0.64129 -0.71044
H10 3.40696 0.79560 0.27021
H11 -2.91497 2.85636 0.90633
H12 -3.99204 2.53098 -0.50015
H13 -3.79627 1.05483 0.55497
H14 1.19966 1.34524 0.00890

***

The following is a quantum chemistry calculation of an isolated ion of composition C8H14NS and charge +1 in a non-equilibrium geometry, from the OMol25 dataset.

Calculated total energy   -20836.504 eV
Net charge   +1
Orbital gap (alpha / beta)   7.43 / 7.69 eV

Cartesian coordinates (Å):
C1 0.75900 1.78024 0.16551
C2 2.15843 1.52389 0.32936
C3 -1.43970 -0.40570 1.00275
C4 -1.43710 1.23627 0.82488
C5 -0.16881 -1.21466 0.55798
C6 -0.11237 1.72432 1.17891
C7 1.71798 -0.95268 -1.09187
C8 -0.44790 -1.33503 -1.87504
N1 0.36186 -0.82402 -0.81418
S1 2.81233 0.06758 -0.28771
H1 0.21442 2.03518 -0.81171
H2 2.85896 2.03744 0.87033
H3 -1.58851 -0.49096 2.14559
H4 -2.40745 -0.86329 0.68776
H5 -1.84601 1.63047 -0.15442
H6 -2.08930 1.59120 1.61344
H7 0.66523 -0.67697 1.26659
H8 -0.16436 -2.32170 0.76258
H9 0.21020 1.63878 2.13877
H10 2.01732 -1.97153 -1.27894
H11 -0.40280 -2.43980 -1.82353
H12 -1.45295 -1.04424 -1.74222
H13 -0.25827 -1.00257 -2.90464
H14 0.03980 0.27777 -0.76018

***

The following is a quantum chemistry calculation of one molecule with the formula C8H14O in a non-equilibrium geometry, from the OMol25 dataset.

Calculated total energy   -10568.355 eV
Net charge   0
SMILES   CC1(C)C(C=O)C1(C)C
Orbital gap   10.24 eV

Cartesian coordinates (Å):
C1 0.54514 0.06048 1.09733
C2 1.97471 -0.19879 1.19873
C3 -0.20470 -0.64704 -0.05355
C4 -0.11123 0.80860 -0.08277
C5 -1.41381 -1.35799 0.54412
C6 0.41141 -1.48019 -1.12153
C7 0.67715 1.54555 -1.11495
C8 -1.31102 1.55720 0.34614
O1 2.75586 0.01243 0.28121
H1 0.06564 -0.08551 2.14817
H2 2.31014 -0.47929 2.28846
H3 -1.98181 -0.83708 1.28355
H4 -0.98545 -2.33491 0.98371
H5 -2.02070 -1.77597 -0.25727
H6 0.19388 -2.60912 -0.96466
H7 1.54047 -1.47878 -1.25734
H8 -0.03957 -1.17143 -2.16116
H9 1.10938 0.75917 -1.71359
H10 1.46062 2.17446 -0.90029
H11 0.01864 2.14708 -1.84303
H12 -1.62867 1.33547 1.43239
H13 -2.25901 1.40919 -0.28465
H14 -1.10708 2.64647 0.15099

***

The following is a quantum chemistry calculation of one molecule with the formula C8H14O in a non-equilibrium geometry, from the OMol25 dataset.

Calculated total energy   -10568.383 eV
Net charge   0
SMILES   CC1(OC2(C)CC2)CC1
Orbital gap   10.21 eV

Cartesian coordinates (Å):
C1 0.29965 -1.03117 1.58056
C2 -0.17826 -1.20780 0.15671
C3 -0.70248 -2.55246 -0.22434
C4 0.57996 -2.08361 -0.83955
C5 -0.26816 1.14952 -0.38405
C6 0.95529 1.26049 -1.22651
C7 -0.33019 1.98294 0.89568
C8 -1.11504 2.37661 -0.28414
H1 0.97912 -0.16498 1.61753
H2 -0.55564 -0.84159 2.24909
H3 0.86894 -1.90580 1.92433
H4 -1.56828 -2.57919 -0.84787
H5 -0.67241 -3.32589 0.51174
H6 1.44005 -2.56580 -0.47237
H7 0.62505 -1.80907 -1.87762
H8 1.68279 0.59150 -0.80434
H9 0.69550 0.88131 -2.18421
H10 1.38361 2.22113 -1.29144
H11 -0.90276 1.60118 1.71685
H12 0.55113 2.50092 1.20477
H13 -0.72087 3.27237 -0.78651
H14 -2.18485 2.32831 -0.24446
O1 -0.86212 -0.09890 -0.38985

***

The following is a quantum chemistry calculation of an isolated ion of composition C8H14P and charge +1 in a non-equilibrium geometry, from the OMol25 dataset.

Calculated total energy   -17801.004 eV
Net charge   +1
Orbital gap (alpha / beta)   6.83 / 8.08 eV

Cartesian coordinates (Å):
C1 0.15725 -1.10425 0.26060
C2 0.37518 1.53582 0.30107
C3 -1.08114 -0.64940 -0.00508
C4 -1.19803 0.72790 -0.16012
C5 -2.32064 -1.44670 0.18154
C6 -2.45867 1.51690 -0.28158
C7 2.54088 -0.37402 1.45777
C8 2.28475 0.18517 -1.49315
P1 1.43589 0.16012 0.02326
H1 0.33290 -2.11688 0.58250
H2 0.43574 2.50121 -0.36173
H3 -3.30071 -0.93417 0.11226
H4 -2.06935 -2.12834 1.09445
H5 -2.34545 -2.16924 -0.54842
H6 -3.23886 0.95338 0.13460
H7 -2.80237 1.65824 -1.29117
H8 -2.30823 2.46926 0.20775
H9 3.35843 0.30515 1.76804
H10 2.88848 -1.30686 1.14722
H11 1.75917 -0.47405 2.26510
H12 1.93675 -0.46581 -2.17371
H13 3.42039 -0.01382 -1.32611
H14 2.19762 1.17041 -1.89510

***

The following is a quantum chemistry calculation of one molecule with the formula C8H14S in a non-equilibrium geometry, from the OMol25 dataset.

Calculated total energy   -19353.239 eV
Net charge   0
Orbital gap (alpha / beta)   7.38 / 7.06 eV

Cartesian coordinates (Å):
C1 0.71476 -0.45473 -0.63008
C2 -0.55875 -0.45660 -1.10420
C3 -1.25851 2.31748 2.42232
C4 -1.22794 0.79048 -1.18287
C5 1.48734 0.88267 -0.26695
C6 0.91992 1.52052 1.02538
C7 1.39280 -1.71402 -0.20326
C8 -1.24299 -1.75510 -1.22405
S1 -0.67789 2.50903 0.90252
H1 -1.93892 3.20171 2.80535
H2 -1.10376 1.46927 3.12536
H3 -2.20604 0.91855 -1.39031
H4 -0.71503 1.58464 -1.56190
H5 2.41444 0.65265 0.02054
H6 1.44420 1.52024 -1.18241
H7 0.92330 0.73882 1.79469
H8 1.46447 2.38176 1.45788
H9 1.68579 -1.52050 0.79798
H10 2.20056 -1.87370 -0.90111
H11 0.67041 -2.54920 -0.29499
H12 -2.16207 -1.62227 -1.88005
H13 -1.62379 -2.01570 -0.29306
H14 -0.55257 -2.40401 -1.64120

***

So what do the calculations give for energy relative to the best compared isomer or geometry (same formula, charge and spin)? Going down the list: 0.4064 2.3021 1.5779 4.9286 1.9621 5.3178 1.6890 1.6614 2.2933 4.2201 eV.